The following is a quantum chemistry calculation of one molecule with the formula C10H10Cl2N2OS, from OMol25.

Calculated values
lowest unoccupied orbital energy: 0.39 eV
SMILES string: [H]/N=C1/NC[C@H](CSc2ccc(Cl)c(Cl)c2)O1
HOMO energy: -8.91 eV

Structure (ORCA input):
```
! wB97M-V def2-TZVPD RIJCOSX def2/J DEFGRID3
* xyz 0 1
Cl 4.07299 2.94552 1.25503
Cl 1.20276 3.05980 2.76045
S -1.15055 1.14482 -1.65126
O -2.30877 -2.15855 0.38864
N -0.29223 -3.20293 0.20096
N -1.77094 -3.82168 1.88053
C 1.48271 1.85943 -1.58109
C 0.17439 2.45511 0.33436
C 2.58332 2.62484 0.41749
C -1.55555 -1.44961 -0.58973
C 1.34757 2.76535 1.05092
C -0.09695 -1.92021 -0.50087
C -1.49081 -3.10519 0.87697
C 0.24955 1.91345 -0.92589
C -1.80605 0.04610 -0.31569
C 2.64041 2.23048 -0.91636
H 0.51680 -1.16708 0.05300
H -2.87519 0.22032 -0.28702
H 0.33048 -2.05700 -1.49018
H -0.75813 2.53676 0.83242
H 3.60423 2.15842 -1.38846
H -1.39976 0.36276 0.67199
H -1.95867 -1.68049 -1.56864
H 0.44682 -3.58492 0.80706
H -2.67322 -3.67629 2.29528
H 1.48479 1.50077 -2.60990
*
```